[1]
Formula: C3H11N2
Source: the OMol25 dataset
Level of theory: ωB97M-V/def2-TZVPD

XYZ file:
```
16
Properties=species:S:1:pos:R:3:forces:R:3:mulliken_charge:R:1
C 1.86878 0.52414 -0.57672 -1.201 -0.240 0.348 -0.773
N 0.96962 0.02753 -1.66925 0.034 0.176 -0.713 -0.232
H 1.97493 -0.29361 0.12650 0.583 -0.095 -0.124 0.348
H 1.27257 1.24877 -0.04015 0.170 0.463 -0.042 0.300
H 2.76636 0.94342 -1.00406 0.245 -0.165 0.081 0.349
H 1.27089 -0.86787 -2.04573 0.130 -0.070 -0.072 0.366
H -0.00305 -0.07839 -1.34289 0.230 0.046 0.806 0.276
H 0.93874 0.69437 -2.43775 0.118 0.023 -0.168 0.384
C -0.91508 0.21840 1.88760 0.765 -0.132 0.030 -1.009
C -1.89088 -0.84530 0.07163 0.067 -0.810 0.656 -0.232
N -0.87694 -0.20616 0.47733 -0.753 0.529 -0.547 -0.325
H -0.24298 1.07314 2.01061 -0.167 -0.120 0.000 0.277
H -1.91561 0.52043 2.17477 -0.129 -0.027 0.077 0.440
H -0.55667 -0.56764 2.56021 -0.084 -0.005 -0.157 0.340
H -2.08094 -1.07845 -0.97609 0.357 -0.027 -0.033 0.172
H -2.57973 -1.31278 0.78398 -0.365 0.454 -0.142 0.319
```
Forces are in eV/Å.

Summary:
Highest occupied orbital energy = -14.17 eV
Calculated total energy = -230.1311 hartree
Lowest unoccupied orbital energy = -3.419 eV
Gap between HOMO and LUMO = 10.8 eV
Energy relative to the best compared isomer or geometry (same formula, charge and spin) = 32.2 kcal/mol
Charge = +1
Spin multiplicity = 1


[2]
Formula: C47H58BrInN4O4Si
Source: the OMol25 dataset
Level of theory: ωB97M-V/def2-TZVPD

XYZ file:
```
116
Properties=species:S:1:pos:R:3:forces:R:3:mulliken_charge:R:1
In -1.04909 0.05590 0.25067 0.789 1.412 0.201 0.832
C 0.76368 -1.32428 -4.91523 -0.142 0.007 0.200 -1.502
C -0.66865 -1.06703 -4.43844 -0.034 -0.164 -0.098 1.712
C -1.67282 -1.84265 -5.29124 -0.043 0.047 0.189 -1.885
C -0.95726 0.41798 -4.42513 0.066 0.093 0.097 0.745
C -0.80025 1.11733 -5.61012 -0.049 0.002 0.019 -0.207
C -0.90570 2.49483 -5.65271 0.047 0.099 -0.013 -1.567
C -1.09463 3.17696 -4.46768 -0.024 -0.042 -0.240 0.063
C -1.29367 2.51426 -3.26438 -0.045 -0.234 0.210 0.664
C -1.45193 3.35632 -2.02415 0.017 0.097 -0.027 2.930
C -2.53134 4.42906 -2.20289 0.005 -0.228 0.049 -1.989
C -0.11450 4.01920 -1.68463 -0.121 -0.114 0.137 -1.229
C -1.30483 1.10692 -3.23384 -0.051 0.461 -0.753 -1.463
N -1.61418 0.34340 -2.11006 0.323 -0.455 1.443 1.104
C -2.55936 -0.57959 -2.28966 -0.396 0.891 -0.568 -0.271
O -3.46273 -0.53233 -3.13467 -0.084 -0.331 0.091 -0.797
C -2.45705 -1.81545 -1.44595 -0.451 -0.677 -0.344 0.747
C -3.48882 -2.73935 -1.52517 -0.021 -0.119 0.054 -0.578
C -3.30260 -3.99157 -0.96453 0.006 0.315 -0.025 -1.029
C -2.11124 -4.25189 -0.32274 0.235 -0.051 0.025 -0.760
C -1.15480 -3.24316 -0.21074 -0.373 -0.443 -0.329 0.567
N -1.31749 -2.06057 -0.80140 0.021 -0.068 0.263 0.677
C 0.09778 -3.59590 0.53902 0.407 -0.375 0.205 -1.037
O 0.39781 -4.80115 0.60857 -0.249 0.193 -0.046 -0.785
N 0.73149 -2.63691 1.19880 1.255 -0.082 0.333 0.896
C 1.99570 -2.62893 1.57370 -1.571 0.335 0.558 -0.003
C 3.03353 -2.98165 0.66411 1.650 -0.464 -0.806 0.357
C 4.34376 -3.19803 1.01422 -1.646 0.155 -0.623 0.104
C 5.04010 -2.98224 2.22684 0.686 0.239 1.204 -1.605
C 4.72171 -2.19069 3.27050 0.033 -0.325 -0.562 -1.456
C 3.45049 -1.41698 3.45343 0.002 0.267 -0.012 4.303
C 3.47609 -1.01565 4.98364 -0.262 -0.113 0.273 0.134
C 3.10654 -2.17889 5.90907 0.162 0.042 0.060 -1.871
C 2.71489 0.23739 5.41817 0.120 -0.107 -0.046 -1.495
C 2.71664 -3.12881 -0.81511 0.089 -0.177 -0.290 1.758
C 3.66489 -2.24825 -1.63563 -0.240 0.111 0.095 -1.638
C 2.78994 -4.58334 -1.29099 -0.181 0.009 0.101 -1.731
H 0.99701 -2.38430 -4.83003 0.077 -0.153 -0.011 0.435
H 0.89740 -1.02591 -5.95395 0.021 0.033 -0.108 0.338
H 1.46522 -0.76404 -4.30109 0.144 0.042 0.037 0.319
H -0.73489 -1.44436 -3.41517 0.095 0.061 -0.113 -0.874
H -1.59666 -1.56473 -6.34200 0.060 0.029 -0.144 0.362
H -1.48972 -2.91341 -5.20135 0.007 -0.137 -0.057 0.447
H -2.67953 -1.62458 -4.94383 -0.089 -0.057 -0.056 0.356
H -0.58813 0.57570 -6.52271 0.035 -0.090 -0.062 0.295
H -0.81764 3.02755 -6.59064 0.065 0.040 -0.048 0.360
H -1.11111 4.25838 -4.48142 -0.022 0.093 0.046 0.333
H -1.73578 2.70484 -1.19581 -0.030 0.077 -0.042 -1.498
H -2.14973 5.28078 -2.76677 0.020 0.078 -0.070 0.556
H -3.39267 4.02380 -2.72805 -0.138 0.010 -0.026 0.398
H -2.85779 4.78881 -1.23107 -0.067 0.137 0.120 0.169
H 0.24069 4.62877 -2.51641 0.000 0.063 -0.119 0.344
H -0.21559 4.64435 -0.80136 0.044 0.091 0.050 0.444
H 0.63184 3.26132 -1.47589 0.130 -0.002 0.041 0.023
H -4.39491 -2.46374 -2.04347 0.059 0.050 -0.071 0.517
H -4.07553 -4.74482 -1.03510 -0.030 -0.054 0.036 0.406
H -1.88655 -5.21673 0.10703 0.034 0.043 0.047 0.532
H 4.97673 -3.61189 0.23556 -0.069 0.060 -0.132 0.228
H 6.01118 -3.47057 2.27079 0.020 0.028 0.052 0.316
H 5.44392 -2.15732 4.08016 0.045 0.033 0.000 0.302
H 4.53243 -0.77062 5.17790 -0.102 -0.060 -0.143 0.707
H 2.03172 -2.33956 5.91374 -0.002 -0.028 0.028 0.346
H 3.59079 -3.10328 5.59523 0.074 -0.160 0.034 0.338
H 3.42276 -1.95595 6.93048 0.023 -0.016 0.059 0.554
H 1.64206 0.10151 5.34954 0.026 0.052 0.110 0.123
H 2.97593 0.46435 6.45330 0.074 -0.007 0.161 0.646
H 3.00206 1.08443 4.79947 -0.051 0.057 -0.020 0.264
H 1.69820 -2.76540 -0.98164 0.202 0.070 -0.006 -0.641
H 4.67462 -2.66112 -1.66548 0.037 -0.062 -0.024 0.422
H 3.30311 -2.14316 -2.65982 0.019 0.002 -0.048 0.286
H 3.71400 -1.26368 -1.17455 0.084 0.085 -0.103 0.436
H 3.78071 -5.00613 -1.11726 0.138 0.032 -0.037 0.307
H 2.06118 -5.18366 -0.75056 0.035 -0.062 -0.049 0.384
H 2.57515 -4.64400 -2.35991 0.014 0.004 -0.064 0.405
C -4.61396 1.97884 -0.91326 0.324 -0.021 0.575 -0.822
Si -3.91359 2.13062 0.86785 -0.846 0.007 0.382 0.654
C -4.62016 3.76464 1.61322 0.366 -0.422 -0.304 -1.501
C -4.90090 0.81791 1.85727 0.343 0.264 -0.394 -1.360
N -2.21038 1.97401 1.02510 -0.366 -1.332 -1.043 0.542
C -1.32123 2.87323 1.52237 0.497 0.335 0.168 -0.280
C -1.45756 4.25753 1.38645 -0.004 -0.173 0.078 -0.136
C -0.52614 5.14253 1.89523 0.163 0.288 0.168 -1.009
C 0.59257 4.67046 2.55784 -0.068 0.203 -0.041 -0.858
C 0.77131 3.30151 2.71434 0.075 -0.300 0.054 -0.711
C -0.15627 2.40976 2.20263 -0.091 0.461 0.328 0.609
O -0.11574 1.06792 2.37186 -1.102 0.634 -1.205 -0.402
C 0.95408 0.31526 2.82911 1.157 -0.733 0.854 1.316
C 0.45581 -0.76794 3.59159 0.056 0.102 -0.481 -1.186
C 0.99969 -1.99632 3.73104 -0.117 -0.122 0.493 -1.966
C 2.25559 -2.39264 3.05902 -0.307 0.397 0.405 -0.207
C 3.38464 -0.19185 2.59595 0.912 0.001 -0.202 -2.921
C 2.26051 0.52651 2.34217 -0.818 -0.032 -0.012 0.225
H -5.03924 2.90748 -1.28150 -0.025 0.270 0.017 0.349
H -5.40408 1.23297 -0.92998 -0.156 -0.162 0.040 0.551
H -3.86694 1.65502 -1.62651 0.204 -0.075 -0.214 -0.036
H -5.66488 3.62695 1.87736 -0.224 -0.170 -0.006 0.414
H -4.57326 4.59954 0.92155 0.089 0.226 -0.159 0.380
H -4.08654 4.04219 2.51568 0.158 0.083 0.215 0.365
H -5.94588 1.10884 1.93238 -0.252 0.241 -0.073 0.396
H -4.51540 0.66724 2.85941 0.146 0.033 0.190 0.311
H -4.86752 -0.14669 1.36357 0.031 -0.191 -0.077 0.233
H -2.31556 4.62963 0.85218 -0.090 0.065 -0.071 0.083
H -0.67889 6.20804 1.76011 0.040 0.017 0.007 0.363
H 1.32638 5.35812 2.95429 0.073 0.044 0.050 0.395
H 1.62419 2.92193 3.26054 0.015 -0.080 -0.027 0.349
H -0.52573 -0.60291 4.02418 -0.015 -0.009 -0.032 0.559
H 0.47538 -2.73531 4.31871 -0.043 -0.078 0.097 0.459
H 2.55029 -3.39501 3.40656 -0.097 -0.114 -0.089 0.855
H 4.29872 0.08628 2.08762 0.036 0.049 -0.138 0.060
H 2.36159 1.36296 1.65951 0.040 -0.038 -0.023 0.684
Br -2.40064 -1.34841 1.97485 -0.078 -0.029 -0.016 -0.598
C 1.54859 0.83192 -1.30487 0.097 0.188 -0.223 -0.068
O 0.97962 0.28675 -0.18172 -1.223 -0.415 0.781 -0.056
H 0.87162 0.88736 -2.16565 0.069 0.068 -0.083 -0.357
H 2.41077 0.22459 -1.60717 0.068 0.066 -0.149 -0.245
H 1.92455 1.85263 -1.10238 0.054 -0.127 -0.129 0.185
```
Forces are in eV/Å.

Summary:
Highest occupied orbital energy (alpha / beta) = -0.32 / -0.14 eV
Calculated total energy = -5399.4522 hartree
Lowest unoccupied orbital energy (alpha / beta) = 3.974 / 3.852 eV
Gap between HOMO and LUMO (alpha / beta) = 4.3 / 4.0 eV
Energy relative to the best compared isomer or geometry (same formula, charge and spin) = 133.1 kcal/mol
Charge = -2
Spin multiplicity = 1


[3]
Formula: C7H6O
Source: the OMol25 dataset
Level of theory: ωB97M-V/def2-TZVPD

XYZ file:
```
14
Properties=species:S:1:pos:R:3:forces:R:3:mulliken_charge:R:1
C 1.99099 -0.16090 -0.33043 -0.446 4.778 3.075 -0.229
C 1.58182 0.99537 0.34990 -1.312 -4.693 -2.988 -0.791
C 0.12341 0.70324 0.32150 1.299 1.886 0.790 0.302
C -0.98949 1.24783 -0.23739 -1.821 -0.380 -0.081 -0.458
C -1.96921 0.01956 -0.11857 -0.437 3.136 -2.616 -0.073
C -1.24098 -1.02441 0.12648 -4.409 -5.625 -0.351 -0.773
C 0.13799 -0.89281 0.53348 -0.713 2.289 -1.382 0.396
H 2.92905 -0.35309 -0.58661 4.104 -0.614 -1.429 0.535
H 2.21128 1.80306 0.43265 0.822 1.922 0.246 0.418
H -1.37626 2.22499 -0.88900 1.809 -2.545 2.378 0.248
H -3.01237 -0.11990 -0.57675 1.605 0.767 1.078 0.318
H -2.02329 -1.88029 -0.00428 2.589 0.178 0.769 0.160
H 0.43682 -1.39879 1.47988 -0.115 0.797 -0.669 0.318
O 1.20022 -1.16386 -0.50087 -2.975 -1.897 1.181 -0.371
```
Forces are in eV/Å.

Summary:
Highest occupied orbital energy = -7.83 eV
Calculated total energy = -345.3784 hartree
SMILES = C1=C[C@H]2OC=CC2=C1
Lowest unoccupied orbital energy = 0.660 eV
Gap between HOMO and LUMO = 8.5 eV
Energy relative to the best compared isomer or geometry (same formula, charge and spin) = 92.1 kcal/mol
Charge = 0
Spin multiplicity = 1


Question: The lowest charge belongs to which entry?
Answer: C47H58BrInN4O4Si